--- P ---
DFT (ωB97M-V with the def2-TZVPD basis set) results for an isolated ion of composition C10H11O2S and charge -1.

```
24
Properties=species:S:1:pos:R:3:mulliken_charge:R:1
C -1.41 -1.13 -0.10 -1.7060
C -0.07 -0.32 0.51 1.8501
C -0.12 -0.38 2.02 -1.8232
C -0.10 1.06 -0.01 -0.8790
C 0.79 1.03 -1.20 0.3521
C 1.10 1.91 -2.27 -1.1332
C 2.13 1.40 -3.01 -0.3288
S 2.69 -0.13 -2.43 -0.1484
C 1.49 -0.13 -1.16 0.0619
C 1.14 -1.04 -0.09 -0.2787
C 2.55 -1.18 0.74 0.3507
O 2.84 -0.35 1.62 -0.7213
O 3.18 -2.21 0.43 -0.7470
H -1.62 -2.11 0.49 0.2755
H -1.06 -1.44 -1.13 0.3935
H -2.24 -0.58 0.07 0.5741
H -0.18 -1.44 2.47 0.3089
H -1.00 0.13 2.64 0.2793
H 0.79 0.08 2.34 0.5047
H 0.14 1.91 0.67 0.3005
H -1.18 1.36 -0.23 0.1952
H 0.71 2.94 -2.24 0.3083
H 2.67 1.66 -3.82 0.5540
H 0.87 -1.97 -0.47 0.4566
```

## Properties
**Kohn-Sham gap**: 7.2 eV
**M**: 195.26 g/mol
**SMILES string**: CC1(C)Cc2ccsc2[C@H]1C(=O)[O-]
**HOMO level**: -4.038 eV
**LUMO level**: 3.12 eV
**Net charge**: -1

--- Q ---
DFT (ωB97M-V with the def2-TZVPD basis set) results for a 2-piece molecular cluster, C10H11O2S overall.

```
24
Properties=species:S:1:pos:R:3:mulliken_charge:R:1
C 2.10 -1.45 -0.32 -0.5574
C 1.14 -2.01 0.59 -0.7568
C 0.64 0.35 -0.85 -0.1441
C -0.29 -0.24 -0.05 -0.6554
C 1.82 -0.29 -1.05 0.9189
C -0.04 -1.34 0.70 1.0093
C -2.15 1.70 1.77 -0.5273
C -2.11 1.37 0.53 -0.0433
C 2.93 0.28 -1.93 -1.5038
C -1.06 -1.66 1.78 -1.0565
O -3.80 1.50 -1.72 -0.6125
O -2.12 3.24 -1.49 -0.6083
S -3.08 2.39 -0.76 0.5117
H 2.97 -2.05 -0.63 0.2080
H 1.43 -2.97 1.03 0.3044
H 0.40 1.22 -1.60 0.2068
H -2.63 2.67 1.92 0.2857
H -1.59 1.05 2.47 0.2861
H 2.42 0.64 -2.85 0.3273
H 3.18 1.16 -1.44 0.3540
H 3.79 -0.33 -2.08 0.3764
H -0.55 -2.38 2.46 0.3364
H -1.45 -0.75 2.17 0.0613
H -1.94 -2.10 1.36 0.2793
```

## Properties
**Kohn-Sham gap (alpha / beta)**: 6.9 / 6.8 eV
**M**: 195.26 g/mol
**HOMO level (alpha / beta)**: -3.517 / -3.428 eV
**LUMO level (alpha / beta)**: 3.34 / 3.34 eV
**Net charge**: -1

Each structure's energy above the most stable one, in kJ/mol: P 0.0; Q 430.6.